Record 1
Computed, not measured: a 2-piece molecular cluster, C4H9NO2S overall, with ωB97M-V/def2-TZVPD.

Each line ends with the Löwdin charge.
Geometry (Å):
C -0.545 1.970 -0.200  -0.25
C -0.640 -1.842 -0.980  -0.06
C 1.765 -0.681 1.529  -0.16
C -0.084 -1.331 0.335  -0.80
N -0.285 2.775 -1.256  0.05
O -1.806 1.522 -0.092  -0.05
O 1.282 -1.266 0.333  -0.12
S -1.036 -1.105 1.648  0.77
H -1.583 -2.289 -0.801  0.06
H -0.825 -0.943 -1.518  0.07
H -0.076 -2.577 -1.490  0.08
H 1.493 0.467 1.520  0.11
H 2.787 -0.596 1.256  0.07
H 1.462 -1.015 2.523  0.06
H 0.696 3.100 -1.346  0.10
H -0.958 3.045 -1.984  0.10
H -1.646 0.765 0.524  -0.03

As for the HOMO-LUMO gap: 8.7 eV. The value obtained for the energy relative to the best compared isomer or geometry (same formula, charge and spin) is 3.328 eV. Its charge is 0.

=====

Record 2
Computed, not measured: C4H9NO2S2 as an isolated structure, with ωB97M-V/def2-TZVPD.

Each line ends with the Löwdin charge.
Geometry (Å):
C 0.161 -0.646 0.608  -0.14
C -2.930 -0.121 0.098  -0.36
C 2.545 0.422 -0.967  -0.37
C -0.227 0.164 -0.587  -0.95
N -0.438 1.941 0.150  -0.39
O 0.412 2.247 0.940  0.03
O -1.354 2.565 -0.291  0.02
S -1.811 -0.076 -1.338  0.85
S 0.975 0.353 -1.886  0.85
H 1.047 -0.224 1.079  0.07
H 0.376 -1.671 0.301  0.10
H -0.638 -0.663 1.348  0.08
H -2.826 -1.055 0.642  0.04
H -3.930 -0.049 -0.314  0.04
H -2.745 0.735 0.739  0.03
H 2.487 1.191 -0.203  0.03
H 3.294 0.694 -1.704  0.04
H 2.780 -0.546 -0.540  0.04

As for the HOMO-LUMO gap: 9.4 eV. The value obtained for the energy relative to the best compared isomer or geometry (same formula, charge and spin) is 3.182 eV. Its charge is 0.

=====

Record 3
Computed, not measured: an isolated molecule of C4H9NO2Si, with ωB97M-V/def2-TZVPD.

Each line ends with the Mulliken spin population.
Geometry (Å):
C 2.312 0.153 -0.210  0.02
C -0.406 1.579 0.487  0.88
C -1.211 -1.164 -0.494  -0.01
C 0.934 -0.216 -0.683  0.59
N 0.212 -1.199 -0.186  0.19
O 2.583 -0.369 1.000  0.01
O 3.086 0.820 -0.811  0.13
Si -1.946 0.565 0.230  0.04
H 0.439 1.315 1.226  0.02
H -0.360 2.599 -0.003  0.01
H -1.335 -1.305 -1.648  0.01
H -1.689 -2.206 -0.124  0.00
H 0.810 0.124 -1.638  0.08
H 0.359 -1.377 0.827  0.00
H 1.814 -0.809 1.433  0.00
H -2.920 0.336 1.463  0.03
H -2.680 1.156 -0.868  0.00

As for the HOMO-LUMO gap (spin up / spin down): 6.8 / 8.6 eV. The spin multiplicity is 3. Its charge is 0.

=====

Record 4
Computed, not measured: a 2-piece molecular cluster, C4H9NO3 overall, with ωB97M-V/def2-TZVPD.

Each line ends with the Mulliken spin population.
Geometry (Å):
O -0.444 -1.603 -0.554  0.19
C -0.335 -0.337 -0.274  0.54
N 0.715 0.377 -0.923  -0.07
C 1.407 1.458 -0.546  0.12
O 2.402 1.891 -1.155  0.08
C -1.365 0.391 0.514  0.12
C -0.989 0.992 1.879  0.15
H 1.131 -0.090 -1.720  0.01
H 1.026 2.023 0.316  0.01
H -2.192 -0.317 0.573  0.00
H -1.757 1.213 -0.115  -0.02
H -1.066 0.222 2.658  -0.04
H 0.025 1.374 1.888  -0.01
H -1.723 1.746 2.163  -0.06
H 1.069 -3.867 -1.394  0.00
H 0.795 -2.386 -1.402  -0.02
O 1.300 -3.087 -1.909  0.00

As for the HOMO-LUMO gap (spin up / spin down): 4.7 / 8.9 eV. The value obtained for the energy relative to the best compared isomer or geometry (same formula, charge and spin) is 0.000 eV. The spin multiplicity is 2. Its charge is -1.

=====

Record 5
Computed, not measured: an isolated molecule of C4H9NO3, with ωB97M-V/def2-TZVPD.

Each line ends with the Löwdin charge.
Geometry (Å):
C 2.394 -0.024 -0.833  -0.14
O 1.073 -0.415 -0.564  -0.25
C 0.906 -0.484 0.895  -0.19
O -0.392 -0.935 1.179  -0.02
N -1.386 -0.087 0.545  -0.15
C -1.711 -0.499 -0.881  -0.06
C -1.949 1.033 1.059  -0.38
O -1.705 1.333 2.172  0.05
H 3.207 -0.683 -0.536  0.07
H 2.295 0.353 -1.964  0.13
H 2.735 0.997 -0.244  0.13
H 1.505 -1.126 1.495  0.14
H 1.038 0.580 1.103  0.13
H -2.077 0.455 -1.536  0.10
H -0.500 -0.609 -1.381  0.16
H -2.558 -1.305 -0.869  0.10
H -2.877 1.415 0.359  0.18

As for the HOMO-LUMO gap: 10.3 eV. The value obtained for the energy relative to the best compared isomer or geometry (same formula, charge and spin) is 6.221 eV. The SMILES is COCON(C)C=O. Its charge is 0.

=====

Record 6
Computed, not measured: a 2-piece molecular cluster, C4H9NO3 overall, with ωB97M-V/def2-TZVPD.

Each line ends with the Löwdin charge.
Geometry (Å):
C -0.107 -1.719 -1.155  -0.01
C -1.094 -0.932 -0.371  -0.49
O -1.117 -1.194 0.944  0.07
N -1.892 -0.057 -0.885  0.04
O -2.683 0.535 0.116  -0.09
H -0.616 -2.546 -1.655  0.09
H 0.364 -1.075 -1.903  0.09
H 0.672 -2.117 -0.499  0.08
H -1.838 -0.641 1.301  0.10
H -3.058 1.306 -0.355  0.12
C 2.153 0.899 0.416  -0.06
C 0.925 1.589 0.923  -0.31
O 0.305 2.428 0.277  0.02
H 2.100 -0.162 0.672  0.07
H 3.033 1.343 0.886  0.08
H 2.219 1.000 -0.670  0.08
H 0.633 1.343 1.958  0.12

As for the HOMO-LUMO gap: 10.1 eV. The value obtained for the energy relative to the best compared isomer or geometry (same formula, charge and spin) is 2.900 eV. The SMILES is C/C(O)=N/O.CC=O. Its charge is 0.

=====

Record 7
Computed, not measured: a 3-piece molecular cluster, C4H9NO3 overall, with ωB97M-V/def2-TZVPD.

Each line ends with the Löwdin charge.
Geometry (Å):
C 1.508 0.263 1.839  -0.06
C 0.472 -0.709 1.398  -0.22
N -0.455 -0.396 0.609  -0.06
C -1.431 -1.366 0.185  -0.10
H 1.327 1.246 1.413  0.07
H 1.514 0.331 2.928  0.08
H 2.496 -0.089 1.535  0.08
H 0.557 -1.724 1.810  0.12
H -2.417 -1.005 0.487  0.09
H -1.414 -1.393 -0.906  0.07
H -1.262 -2.362 0.612  0.08
O 0.834 1.697 -3.036  0.13
C 0.082 0.790 -2.917  -0.49
O -0.448 -0.237 -3.019  0.18
O -0.758 1.618 -1.203  -0.10
H -0.029 2.349 -1.279  0.12
H -0.576 0.988 -0.454  0.01

As for the HOMO-LUMO gap: 11.1 eV. The value obtained for the energy relative to the best compared isomer or geometry (same formula, charge and spin) is 1.036 eV. The SMILES is C/C=N/C.O=C=O.O. Its charge is 0.

=====

Record 8
Computed, not measured: an isolated molecule of C4H9NO3, with ωB97M-V/def2-TZVPD.

Each line ends with the Löwdin charge.
Geometry (Å):
C 1.646 0.577 1.164  -0.02
C 1.362 0.173 -0.321  -0.34
O 1.646 -1.236 -0.408  -0.05
C -0.092 0.396 -0.608  -0.35
N -0.432 1.778 -0.740  0.04
C -1.226 -0.333 0.145  -0.52
O -1.876 0.209 0.998  0.12
O -1.322 -1.553 -0.207  0.22
H 2.748 0.648 1.234  0.09
H 0.931 1.360 1.465  0.09
H 1.417 -0.235 1.800  0.06
H 2.075 0.743 -0.984  0.17
H 1.073 -1.699 0.217  0.08
H -0.235 -0.012 -1.553  0.13
H -1.202 1.975 -0.007  0.11
H -0.926 2.108 -1.630  0.12
H -0.576 -1.576 -0.714  0.05

As for the HOMO-LUMO gap: 10.4 eV. The value obtained for the energy relative to the best compared isomer or geometry (same formula, charge and spin) is 2.344 eV. The SMILES is C[C@@H](O)[C@H](N)C(=O)O. Its charge is 0.

=====

Taking the records one at a time from the top gives max |F| values of 4.23 3.37 5.34 1.10 4.70 1.93 3.16 4.77 eV/Å.
Taking the records one at a time from the top gives total energy values of -761.14112 -1159.29878 -652.36859 -438.29932 -438.10045 -438.22251 -438.29098 -438.24292 a.u..